(1)
Entry from the OMol25 dataset: C2H8N4O3S2 as an isolated structure at a distorted geometry (ωB97M-V/def2-TZVPD).

Geometry (Å):
C1 -1.7365 -0.3550 -0.0763
C2 1.5924 0.8932 0.0713
N1 -2.0258 -1.3594 0.7036
N2 1.4294 1.1482 1.3979
N3 0.9360 1.8763 -0.7962
N4 -0.2940 -0.6566 -1.3126
O1 1.8946 -1.6647 -1.1857
O2 0.5266 -1.4620 0.9890
O3 -1.6219 0.9757 0.3251
S1 -2.8673 0.7180 -0.8027
S2 1.0177 -0.9123 -0.2880
H1 2.6861 0.7109 -0.1356
H2 -2.6487 -2.1661 0.3441
H3 -1.3991 -1.6129 1.3647
H4 0.5084 1.5890 1.5017
H5 1.6485 0.3815 1.9657
H6 0.0098 2.0484 -0.5504
H7 0.8502 1.3706 -1.7326
H8 -0.5063 -1.5229 -1.7829

The net charge is 0. The HOMO energy is -9.12 eV. For the energy relative to the best compared isomer or geometry (same formula, charge and spin), the calculation gives 54.3 kcal per mole.


(2)
Entry from the OMol25 dataset: C46H49Cl2CrN3O5SSeSi2 as an isolated structure at a distorted geometry (ωB97M-V/def2-TZVPD).

Geometry (Å):
Cr1 -0.6479 0.8812 1.4929
C1 -2.7900 2.8489 -0.4736
O1 -2.7195 1.6604 0.2940
C2 -3.7821 0.8328 0.3151
C3 -5.0191 1.1363 -0.2409
C4 -6.0509 0.2070 -0.1778
C5 -5.8538 -1.0144 0.4433
C6 -4.6245 -1.3026 1.0274
C7 -3.5875 -0.3903 0.9649
N1 -2.3302 -0.6571 1.6178
N2 -2.5995 -1.4819 2.8096
C8 -1.4958 -1.8152 3.5323
C9 -0.2911 -1.0856 3.6888
O2 -0.0447 0.0846 3.1005
C10 0.7112 -1.5651 4.5563
C11 0.5977 -2.7262 5.2815
C12 -0.5705 -3.4989 5.1512
C13 -0.7502 -4.7156 5.8606
C14 -1.8695 -5.4826 5.7042
C15 -2.8782 -5.0621 4.8061
C16 -2.7383 -3.8874 4.1181
C17 -1.5960 -3.0573 4.2663
H1 -3.0227 2.6143 -1.5174
H2 -1.8092 3.3013 -0.3918
H3 -3.5393 3.5302 -0.0613
H4 -5.1725 2.0904 -0.7240
H5 -7.0133 0.4508 -0.6136
H6 -6.6573 -1.7384 0.4970
H7 -4.4401 -2.2214 1.5640
H8 1.5878 -0.9305 4.6476
H9 1.3870 -3.0456 5.9535
H10 0.0390 -5.0290 6.5381
H11 -1.9805 -6.4102 6.2559
H12 -3.7603 -5.6757 4.6572
H13 -3.5011 -3.5566 3.4268
C18 -0.0513 5.0599 -0.7037
Si1 0.6475 4.8012 1.0390
C19 2.4682 4.4094 0.7775
C20 0.5726 6.5134 1.8447
Se1 -0.4646 3.3860 2.3479
H14 0.6005 5.7385 -1.2646
H15 -1.0540 5.4953 -0.6785
H16 -0.0967 4.1156 -1.2465
H17 2.9846 5.2702 0.3381
H18 2.5587 3.5620 0.0955
H19 2.9583 4.1492 1.7178
H20 1.1235 7.2536 1.2546
H21 1.0049 6.4756 2.8471
H22 -0.4639 6.8451 1.9420
Cl1 -1.9344 -1.1795 -3.3842
C21 -2.6274 0.2826 -3.9990
C22 -3.9026 0.5972 -3.5602
C23 -4.5752 1.6971 -4.0637
C24 -3.9564 2.4897 -5.0140
C25 -2.6720 2.1862 -5.4177
Cl2 -1.9259 3.2183 -6.6178
C26 -1.9430 1.0879 -4.9267
N3 -0.6689 0.8765 -5.4060
C27 0.3803 0.0459 -4.9189
C28 0.8512 -0.9434 -5.7742
C29 1.9328 -1.7317 -5.4178
C30 2.5380 -1.5277 -4.1889
C31 2.0745 -0.5332 -3.3402
C32 0.9966 0.2803 -3.6823
C33 0.5439 1.4159 -2.7899
C34 0.8872 1.2645 -1.2963
O3 2.0837 1.1883 -0.9765
O4 -0.1046 1.2381 -0.5148
H23 -4.3635 -0.0406 -2.8171
H24 -5.5692 1.9305 -3.7097
H25 -4.4500 3.3538 -5.4373
H26 -0.5013 1.2761 -6.3129
H27 0.3388 -1.1022 -6.7163
H28 2.2858 -2.5058 -6.0882
H29 3.3755 -2.1428 -3.8830
H30 2.5558 -0.3546 -2.3885
H31 -0.5257 1.5884 -2.8724
H32 1.0494 2.3242 -3.1388
C35 1.4750 -3.9909 1.4290
Si2 0.3638 -3.6105 -0.0239
C36 1.3970 -3.2717 -1.5503
C37 -0.7494 -5.0922 -0.3234
C38 -0.7509 -2.2140 0.3470
C39 -1.4297 -1.3165 0.8135
H33 1.7663 -5.0453 1.4025
H34 0.9554 -3.8041 2.3727
H35 2.3836 -3.3882 1.4159
H36 2.0076 -4.1453 -1.7979
H37 2.0685 -2.4265 -1.3811
H38 0.7841 -3.0337 -2.4220
H39 -0.1665 -5.9860 -0.5649
H40 -1.4455 -4.8989 -1.1427
H41 -1.3338 -5.2930 0.5778
C40 2.8200 -0.5313 1.5881
S1 3.1948 1.0886 2.2630
O5 3.5177 0.8831 3.7060
C41 4.8075 1.2551 1.4581
C42 4.9164 1.4916 0.0922
C43 6.1767 1.6405 -0.4679
C44 7.3150 1.5673 0.3272
C45 7.1911 1.3483 1.6920
C46 5.9334 1.1951 2.2624
H42 3.6109 -1.2225 1.8790
H43 2.7216 -0.4388 0.5055
H44 1.8675 -0.8159 2.0359
H45 4.0197 1.5702 -0.5134
H46 6.2686 1.8237 -1.5319
H47 8.2960 1.6896 -0.1169
H48 8.0754 1.2998 2.3168
H49 5.7938 1.0287 3.3235

The net charge is -2. Its expectation value of S² is 6.020. The HOMO energy (spin up / spin down) is -0.55 / -0.69 eV. For the energy relative to the best compared isomer or geometry (same formula, charge and spin), the calculation gives 40.2 kcal per mole. As for the spin multiplicity: 5.


(3)
Entry from the OMol25 dataset: a 2-piece molecular cluster, C2H11N2O overall at a distorted geometry (ωB97M-V/def2-TZVPD).

Geometry (Å):
C1 0.1526 -0.6125 -1.5880
N1 -0.1527 -0.7872 -0.1314
C2 0.9559 -0.8222 0.8668
O1 1.6144 0.4092 0.8985
H1 0.4276 0.4200 -1.7627
H2 -0.7499 -0.8980 -2.1194
H3 0.9358 -1.3148 -1.8692
H4 -0.7585 -1.5856 0.0048
H5 0.5098 -0.9728 1.8446
H6 1.6248 -1.6394 0.5915
H7 2.2544 0.4074 0.1747
N2 -1.4644 1.5841 0.5783
H8 -0.6176 1.9762 0.9612
H9 -0.7670 0.0743 0.1311
H10 -2.0799 1.4320 1.3761
H11 -1.8853 2.3294 0.0428

The net charge is +1. The HOMO energy is -15.38 eV. For the energy relative to the best compared isomer or geometry (same formula, charge and spin), the calculation gives 9.1 kcal per mole.


(4)
Entry from the OMol25 dataset: a 2-piece molecular cluster, C5H15BN3O2 overall at a distorted geometry (ωB97M-V/def2-TZVPD).

Geometry (Å):
B1 -0.0427 2.5228 0.0108
C1 -1.9206 -0.9175 0.0888
C2 1.5455 -1.7245 -0.6037
C3 2.1116 -0.9638 0.5342
C4 1.7869 0.5603 0.5312
C5 0.6995 1.1361 -0.1886
N1 -2.2884 -2.1237 0.4283
N2 -2.3979 -0.4376 -1.0990
N3 -1.1468 -0.1565 0.7964
O1 -1.1957 2.5884 -0.6362
O2 0.6969 3.3610 0.6965
H1 0.3894 -1.3030 -0.6499
H2 2.0764 -1.4523 -1.5451
H3 1.6062 -2.8147 -0.4569
H4 1.6883 -1.2543 1.5610
H5 3.2140 -0.9177 0.6728
H6 1.8982 0.9851 1.5951
H7 2.5522 0.9205 -0.0939
H8 0.4023 0.7680 -1.2080
H9 -2.6952 -2.6983 -0.3614
H10 -1.7325 -2.6882 1.0920
H11 -2.7850 -1.0567 -1.9096
H12 -2.4172 0.5833 -1.0781
H13 -0.6737 -0.6314 1.6934
H14 -1.6897 3.4614 -0.7319
H15 0.3180 4.2532 0.8618

The net charge is +1. The HOMO energy is -12.99 eV. For the energy relative to the best compared isomer or geometry (same formula, charge and spin), the calculation gives 49.7 kcal per mole.


(5)
Entry from the OMol25 dataset: C20H46O3Sb as an isolated structure (ωB97M-V/def2-TZVPD).

Geometry (Å):
C1 3.5265 -2.3104 -5.2550
C2 2.7075 -1.0255 -5.0946
C3 1.6768 -1.1296 -3.9543
C4 0.2490 -0.8769 -4.4412
O1 -0.7638 -1.3404 -3.6117
Sb1 -0.9648 -0.5261 -1.7188
C5 -1.1163 0.2990 0.3160
C6 -2.0156 1.5309 0.3840
C7 -2.0137 2.2135 1.7684
C8 -1.0323 3.3836 1.8668
C9 -1.2844 4.2919 3.0788
C10 -0.7811 3.6913 4.3925
C11 0.7433 3.6181 4.5465
C12 1.4459 4.9739 4.5040
C13 2.9652 4.8716 4.4341
O2 3.5058 4.7656 5.7408
C14 4.8479 5.1827 5.8457
O3 -2.1416 -2.1571 -1.3041
C15 -1.6906 -3.0541 -0.3404
C16 -1.4685 -4.4386 -0.9498
C17 -0.2680 -4.4211 -1.9001
C18 -2.7564 -4.9960 -1.5821
C19 -2.7303 -6.5455 -1.5424
C20 -3.0466 -4.4687 -3.0044
H1 4.3735 -2.1699 -5.9265
H2 3.9145 -2.5994 -4.2778
H3 2.8868 -3.1155 -5.6149
H4 3.4052 -0.2096 -4.8893
H5 2.2109 -0.7741 -6.0347
H6 1.9601 -0.4392 -3.1597
H7 1.7023 -2.1342 -3.5261
H8 0.1604 -1.4109 -5.4015
H9 0.1241 0.1926 -4.6833
H10 0.4485 -1.4297 -1.2471
H11 -0.0385 0.8906 -2.2146
H12 -2.4388 0.2604 -2.2096
H13 -1.4577 -0.4369 1.0488
H14 -0.1009 0.5948 0.6076
H15 -3.0382 1.2679 0.1107
H16 -1.6493 2.2443 -0.3619
H17 -3.0149 2.5360 2.0660
H18 -1.7071 1.4546 2.4946
H19 -0.0173 2.9846 1.9358
H20 -1.0760 3.9772 0.9520
H21 -0.8406 5.2737 2.9114
H22 -2.3630 4.4404 3.1730
H23 -1.1717 2.6768 4.4887
H24 -1.1745 4.2693 5.2338
H25 1.1784 2.9256 3.8247
H26 0.9362 3.1909 5.5351
H27 1.1940 5.5165 5.4172
H28 1.1139 5.5689 3.6536
H29 3.2564 3.9939 3.8479
H30 3.3659 5.7593 3.9341
H31 5.3744 5.0961 4.8930
H32 5.3450 4.5513 6.5788
H33 4.8974 6.2264 6.1688
H34 -0.7445 -2.7416 0.1318
H35 -2.4370 -3.1361 0.4662
H36 -1.1985 -5.1116 -0.1231
H37 -0.0114 -5.4317 -2.2239
H38 0.5881 -4.0065 -1.3636
H39 -0.4314 -3.7701 -2.7557
H40 -3.5995 -4.6909 -0.9588
H41 -3.2203 -6.9135 -0.6401
H42 -1.6987 -6.9039 -1.5131
H43 -3.2018 -6.9879 -2.4187
H44 -2.3931 -3.6514 -3.2899
H45 -2.9386 -5.2660 -3.7437
H46 -4.0666 -4.0939 -3.0747

The net charge is -1. The HOMO energy is -4.59 eV.


(6)
Entry from the OMol25 dataset: C6H47GaI2NO20 as an isolated structure (ωB97M-V/def2-TZVPD).

Geometry (Å):
C1 2.7254 1.6842 -0.7934
C2 1.2353 1.5833 -0.9339
I1 0.7246 0.2984 -2.5258
C3 0.2265 2.1129 -0.2457
I2 0.8142 3.3955 1.3707
Ga1 -1.8094 1.8769 -0.4441
C4 -2.3393 0.1005 0.4476
C5 -1.9082 -1.0893 -0.2935
N1 -2.5478 -1.7014 -1.2305
C6 -2.7839 3.2916 0.6649
O1 -3.9430 3.8041 -0.0238
O2 -4.7293 2.6559 -0.3905
H1 3.0071 2.4622 -0.0815
H2 3.2127 1.8680 -1.7545
H3 3.1108 0.7194 -0.4385
H4 -2.2501 1.9796 -1.9650
H5 -3.4332 0.1256 0.5263
H6 -1.8814 0.1419 1.4434
H7 -0.9255 -1.4995 -0.0249
H8 -3.4299 -1.1987 -1.3804
H9 -3.1231 2.8616 1.6278
H10 -2.1977 4.1799 0.9206
H11 -4.8938 2.2011 0.4516
O3 -5.2084 0.2549 -1.9875
H12 -5.1057 1.1930 -1.7646
H13 -4.9833 0.2101 -2.9211
O4 5.5499 2.6404 -2.1283
H14 6.3203 3.1644 -1.8705
H15 5.3427 2.9141 -3.0252
O5 4.3130 2.2148 2.2823
H16 3.3744 2.3015 2.0591
H17 4.7641 2.5571 1.5034
O6 1.5866 -1.9702 0.4977
H18 2.5070 -2.0091 0.7714
H19 1.5804 -2.2731 -0.4162
O7 -4.9456 -3.5798 -0.9872
H20 -4.1890 -2.9747 -1.0247
H21 -5.4680 -3.4145 -1.7769
O8 5.7405 2.2739 4.7365
H22 5.2173 2.3600 3.9187
H23 6.5662 1.8859 4.4273
O9 -4.1593 -5.5548 -3.7109
H24 -4.7318 -5.1683 -4.3815
H25 -4.3661 -5.0796 -2.8975
O10 -6.8291 -5.5794 -1.7909
H26 -6.3985 -5.8401 -0.9676
H27 -7.7442 -5.8536 -1.6978
O11 8.2047 3.6549 5.6666
H28 8.4345 3.3751 6.5595
H29 7.3002 3.3310 5.5387
O12 -5.7837 -6.4822 1.1620
H30 -5.5597 -7.2731 1.6576
H31 -4.9482 -6.0181 0.9775
O13 7.5154 4.6001 -1.0105
H32 8.0547 5.2754 -1.4273
H33 7.5611 4.7847 -0.0635
O14 -5.7336 -4.4171 3.4257
H34 -4.7861 -4.2736 3.3548
H35 -5.9499 -4.9413 2.6421
O15 -3.3441 -5.1349 0.5880
H36 -3.4692 -4.6163 -0.2193
H37 -2.7121 -4.6327 1.1095
O16 8.6081 5.7938 1.5147
H38 9.1783 6.5119 1.2264
H39 8.5386 5.8929 2.4689
O17 8.3292 5.7099 7.9305
H40 7.4465 6.0286 8.1370
H41 8.2365 5.2748 7.0732
O18 3.2231 6.2280 1.0735
H42 2.8391 6.6973 0.3276
H43 2.8049 6.6135 1.8483
O19 -3.7095 -5.0109 -6.4362
H44 -3.2131 -5.5142 -5.7797
H45 -3.6772 -5.5422 -7.2397
O20 -4.6267 -7.4680 -7.8353
H46 -5.4049 -7.1059 -7.3988
H47 -4.9512 -7.8680 -8.6468

The net charge is -1. The HOMO energy is -5.37 eV.


(7)
Entry from the OMol25 dataset: a 2-piece molecular cluster, C3H10NO overall at a distorted geometry (ωB97M-V/def2-TZVPD).

Geometry (Å):
O1 -0.9992 0.4058 -1.1739
C1 -1.8716 0.5621 -0.0243
C2 -0.9662 0.5221 1.1927
N1 -0.0047 -0.5866 0.8873
C3 3.2197 -0.7372 -0.8118
H1 -0.3241 -0.1601 -0.7941
H2 -2.4936 1.5099 -0.0140
H3 -2.4912 -0.3534 -0.0355
H4 -1.5145 0.5309 2.1570
H5 -0.3931 1.4776 1.2513
H6 0.0378 -1.3293 1.5855
H7 3.9367 -0.0168 -0.3913
H8 2.5548 -1.2106 0.0178
H9 3.8272 -1.4747 -1.2221
H10 2.5951 -0.1958 -1.5146

The net charge is +1. The HOMO energy is -16.12 eV. For the energy relative to the best compared isomer or geometry (same formula, charge and spin), the calculation gives 160.3 kcal per mole.


(8)
Entry from the OMol25 dataset: a 2-piece molecular cluster, C17H25FN3O7P overall at a distorted geometry (ωB97M-V/def2-TZVPD).

Geometry (Å):
O1 -1.9277 2.6461 -2.2447
O2 -0.5722 5.8075 -2.1653
O3 -0.2458 0.1337 -1.2179
F1 0.4884 -7.7295 2.6732
O4 1.6944 1.5911 -2.2334
O5 -2.6908 0.1713 -1.7014
O6 -0.9981 -1.2712 -3.0510
O7 -1.6217 -1.9432 -0.6092
C1 -1.4983 2.9836 -1.1438
C2 0.2821 5.0788 -2.6603
C3 1.1847 -1.8995 3.4672
C4 0.1600 -2.7856 3.2330
C5 2.4066 -6.3518 3.0278
C6 0.1897 -5.3772 2.9270
C7 2.9669 -5.0838 3.2425
C8 1.0208 -6.5022 2.8728
C9 0.7497 -4.1129 3.1334
C10 2.1236 -3.9714 3.2944
N1 2.3753 -2.6223 3.4949
N2 0.9349 5.4356 -3.7760
N3 -0.2367 3.3431 -0.9157
C11 -2.4039 2.9318 0.0625
C12 0.6571 6.6556 -4.5326
C13 -1.1732 -1.6443 0.7157
C14 -1.3048 -2.4552 3.1109
C15 -1.7995 -2.6549 1.6724
C16 1.0686 2.6459 -2.9271
C17 0.7192 3.7821 -1.9503
P1 -1.3866 -0.7106 -1.6330
H1 0.9917 1.0825 -1.7666
H2 -2.3792 0.9879 -2.1462
H3 -0.1501 -1.6838 -2.8574
H4 1.0801 -0.8261 3.5992
H5 3.0414 -7.2307 2.9817
H6 -0.8817 -5.4939 2.8105
H7 4.0392 -4.9714 3.3676
H8 3.3019 -2.2251 3.6442
H9 1.6609 4.8265 -4.1176
H10 0.0136 3.5351 0.0387
H11 -3.3937 2.6006 -0.2496
H12 -1.9963 2.2339 0.7906
H13 -2.4758 3.9284 0.4945
H14 1.0452 7.5223 -3.9940
H15 1.1196 6.6041 -5.5189
H16 -0.4218 6.7763 -4.6525
H17 -1.4679 -0.6331 1.0227
H18 -0.0803 -1.7113 0.7571
H19 -1.4852 -1.4217 3.4223
H20 -1.8724 -3.1051 3.7841
H21 -1.5676 -3.6692 1.3345
H22 -2.8870 -2.5384 1.6475
H23 1.7736 3.0081 -3.6750
H24 0.1785 2.2838 -3.4413
H25 1.6502 4.0297 -1.4417

The net charge is 0. The HOMO energy is -8.16 eV. The SMILES is O=P(O)(O)OCCCc1c[nH]c2ccc(F)cc12.CNC(=O)[C@H](CO)NC(C)=O.


(9)
Entry from the OMol25 dataset: a 2-piece molecular cluster, C16H17N overall at a distorted geometry (ωB97M-V/def2-TZVPD).

Geometry (Å):
C1 -0.6991 4.6776 -1.6096
C2 1.6067 1.8203 -0.9435
C3 0.4159 2.5357 -0.7651
C4 0.4988 3.7747 -1.5276
C5 1.7185 3.6726 -2.1927
C6 0.8107 0.1104 0.5441
C7 1.8355 0.6471 -0.2860
C8 -0.4487 0.6884 0.5075
C9 -0.6331 1.9749 -0.0255
N1 2.4162 2.5980 -1.8125
H1 1.0627 -0.7738 1.1094
H2 2.7517 0.0739 -0.3085
H3 -1.3273 0.2636 0.9721
H4 -1.5700 2.4898 0.1203
H5 3.1381 2.1305 -2.3506
H6 2.1342 4.3567 -2.9187
H7 -0.4057 5.7163 -1.6344
H8 -1.3980 4.4198 -0.8346
H9 -1.0676 4.4935 -2.6302
C10 -3.1622 -2.8140 2.2547
C11 -0.5051 -3.3051 -0.4074
C12 -1.7332 -3.0610 0.2350
C13 0.6351 -3.5982 0.3126
C14 -1.8540 -3.1771 1.6098
C15 0.5365 -3.4006 1.7217
C16 -0.6668 -3.3716 2.3631
H10 -0.4544 -3.3259 -1.4834
H11 -2.5772 -2.7343 -0.3564
H12 1.6271 -3.7768 -0.0691
H13 1.4731 -3.4150 2.2726
H14 -3.9879 -2.7007 1.5584
H15 -3.1253 -1.8237 2.7272
H16 -0.7568 -3.5122 3.4342
H17 -3.2553 -3.5121 3.0942

The net charge is +1. Its expectation value of S² is 0.771. The HOMO energy (spin up / spin down) is -11.25 / -11.24 eV. For the energy relative to the best compared isomer or geometry (same formula, charge and spin), the calculation gives 17.0 kcal per mole. As for the spin multiplicity: 2.


(10)
Entry from the OMol25 dataset: a single C3H7N3O2 molecule at a distorted geometry (ωB97M-V/def2-TZVPD).

Geometry (Å):
N1 -0.3280 1.0990 0.8815
N2 -1.5195 0.5882 0.4433
C1 -1.0327 -0.2256 -0.8109
N3 0.0945 0.5344 1.9849
C2 0.5059 0.5785 -0.9765
C3 1.6742 -0.0637 -0.9098
O1 -0.6950 -1.4892 -0.1973
O2 -1.6758 -0.2137 -1.8589
H1 -0.6042 -2.1064 -0.9359
H2 -1.9991 -0.0099 1.1210
H3 0.9452 0.9224 2.3680
H4 -0.0949 -0.4556 2.1464
H5 0.3828 1.4974 -1.5344
H6 1.7894 -0.9482 -0.2932
H7 2.5572 0.2925 -1.4282

The net charge is 0. The HOMO energy (spin up / spin down) is -8.35 / -8.35 eV. For the energy relative to the best compared isomer or geometry (same formula, charge and spin), the calculation gives 165.7 kcal per mole.


The records above give, respectively, energy values of -1321.97662 -7666.34037 -267.31012 -538.89370 -1255.50848 -4336.45885 -249.79843 -1795.14198 -674.35183 -433.05867 hartree.